DFT (ωB97M-V/def2-TZVPD) results for C7H23LiN4O7 as an isolated structure.

The geometry in XYZ format:
```
42
Properties=species:S:1:pos:R:3
O -16.60892 -5.90320 -25.13762
O -14.66404 -0.93903 -23.82682
O -13.35912 -7.01312 -23.46006
O -15.90594 -8.45664 -24.34022
O -16.29729 -6.20140 -21.95207
O -18.62286 -6.92208 -26.89854
O -12.76293 -3.12414 -24.49027
N -12.05131 -8.23190 -24.84213
N -15.26458 -10.39138 -25.33148
N -17.49030 -9.74438 -25.31706
N -12.63477 -6.05518 -25.42777
C -12.71119 -7.06882 -24.51644
C -16.00231 -4.95242 -21.42909
C -16.19861 -9.45004 -24.97563
C -17.97529 -5.66566 -24.85485
C -18.89932 -5.79207 -26.08194
C -14.17039 -3.24734 -24.19787
C -14.63925 -2.21848 -23.19997
Li -15.28494 -6.48656 -23.68131
H -12.03754 -6.19928 -26.22082
H -12.31081 -9.05676 -24.33806
H -14.05344 -2.27000 -22.28567
H -14.37077 -4.26592 -23.86368
H -17.68378 -10.62411 -25.76014
H -12.68554 -2.37329 -25.08647
H -14.34106 -10.18300 -25.00624
H -16.01885 -4.94473 -20.32328
H -16.45786 -5.78674 -26.07950
H -18.82721 -4.86523 -26.67096
H -15.40352 -11.07815 -26.04743
H -12.92191 -5.12320 -25.17707
H -13.96867 -0.39867 -23.44294
H -11.48866 -8.26318 -25.67109
H -18.31072 -6.42155 -24.14110
H -18.13818 -4.69317 -24.38856
H -15.67527 -2.48646 -22.96504
H -14.71907 -3.10907 -25.13849
H -16.75427 -4.20315 -21.76420
H -18.18484 -9.02240 -25.35482
H -14.99430 -4.58964 -21.72206
H -17.85151 -6.74894 -27.44280
H -19.92947 -5.89561 -25.75296
```

Summary:
E_tot in eV: -28131.122
Net charge: 0
2S+1: 1

Results of the natural (NBO) charge analysis, in e, for atoms 1 through 2: -0.735, -0.733

---

DFT (ωB97M-V/def2-TZVPD) results for C48H52BF4GeN3O2Ru as an isolated structure.

The geometry in XYZ format:
```
112
Properties=species:S:1:pos:R:3
Ru -0.65536 0.72835 -0.72351
Ge 1.32504 -0.57428 -1.49102
F -4.56828 1.15324 -1.16221
F -4.48409 3.09853 0.11766
F -4.67885 1.01851 1.14169
F -2.66723 1.65147 0.12393
O -2.69764 -1.58238 3.54337
O -3.22706 -1.01959 -3.43814
N -2.22271 -1.07628 -0.01979
N -1.50420 0.12858 -2.48015
N -1.01416 -0.40058 2.74033
C -4.14480 -2.00595 -1.10623
C -0.82005 0.50419 -3.69300
C 2.12157 2.22456 -1.83213
C 3.49861 2.45374 0.57405
C -1.15962 -2.58538 -5.30264
C -4.62358 -2.49404 0.08402
C 0.56568 -2.62709 3.65039
C 3.89186 -1.86345 -0.84596
C 6.63833 -2.03399 -1.42363
C -3.91111 -2.22243 1.23705
C 4.70775 -2.83053 -0.20155
C -0.82178 0.12995 4.04633
C 0.07251 2.24928 -5.09802
C -3.05859 2.71139 -3.33000
C -0.20994 1.46470 6.49680
C -2.86173 1.70615 3.88621
C -4.09156 1.23360 4.72469
C -2.72795 -1.50108 1.16195
C 3.61296 3.44702 -0.39716
C -0.22094 -1.96298 -4.25551
C -1.66402 1.21017 4.55953
C -2.95295 -1.29983 -1.11600
C -0.11205 -0.45415 -4.45985
C -2.14176 -1.18207 2.53622
C -0.74677 1.86937 -4.03683
C 2.49785 -1.81973 -0.53031
C -1.00004 3.44107 -2.01109
C 2.78437 -3.68929 0.99201
C 0.56078 0.38905 5.98955
C 4.12006 -3.73254 0.72355
C 1.96484 -2.73489 0.34037
C 1.99989 1.21460 -0.87171
C 6.09103 -2.88387 -0.50801
C -1.31177 1.84245 5.81968
C 1.18660 -1.45622 4.41873
C 5.82931 -1.07609 -2.07979
C -1.55126 2.98939 -3.37320
C 2.49914 -0.93918 3.74877
C -0.03056 -0.02198 1.74995
C 0.70477 -0.00984 -5.49974
C -2.56135 -0.72154 -2.46828
C 2.70187 1.34711 0.33628
C 0.81081 1.32957 -5.81728
C 4.49875 -0.98950 -1.79236
C 1.13355 -2.68822 -4.35104
C -2.87848 3.24141 3.74361
C 0.26133 -0.30119 4.76804
C 2.92768 3.33210 -1.59862
B -4.17979 1.74700 0.03821
H 1.44723 1.65459 -6.63307
H 3.89203 -0.24876 -2.30124
H 0.86516 0.31706 2.25353
H 4.04893 2.53690 1.50504
H -4.12342 1.73800 5.69750
H 7.69660 -2.08914 -1.65491
H 3.02905 4.09731 -2.35798
H 1.60942 2.12683 -2.78388
H 0.11989 3.30102 -5.37051
H -0.45191 -2.84242 3.98571
H 1.17174 -3.51853 3.82714
H -0.03035 3.92847 -2.09667
H -1.70112 4.11693 -1.51663
H 2.60715 -1.35205 2.74278
H -4.08246 0.15802 4.88317
H 1.46182 -1.86490 5.39403
H 0.89189 -2.75840 0.52817
H 0.22684 -0.85274 1.11443
H 4.74947 -4.47905 1.19918
H 1.25534 -0.73851 -6.08793
H 0.06936 1.95532 7.42128
H 1.45347 -2.79412 -5.39119
H 3.37761 -1.23864 4.31960
H 4.25281 4.30456 -0.21951
H -1.94568 2.62968 6.21068
H 2.52616 0.15187 3.67208
H -0.85884 2.61009 -1.30512
H -4.97750 1.50539 4.15379
H -2.85543 3.75259 4.71080
H 2.66508 0.55087 1.07551
H -3.59584 3.59725 -2.97755
H -3.30797 1.89876 -2.66095
H -1.41538 3.85383 -4.02356
H 6.27162 -0.40968 -2.81365
H -5.55354 -3.04730 0.12981
H 1.93050 -2.16963 -3.81469
H -0.62836 -2.14963 -3.26294
H -1.21586 -3.67034 -5.16157
H 2.34139 -4.39393 1.68845
H -3.42817 2.45377 -4.32563
H 6.71163 -3.61706 0.00056
H -2.93476 1.28894 2.89593
H -2.04365 3.59457 3.13790
H -4.67261 -2.12208 -2.04010
H -4.26128 -2.53831 2.20787
H 1.41788 0.04333 6.56596
H -0.76729 -2.39157 -6.30630
H 0.55313 -2.45485 2.57202
H 1.04806 -3.69677 -3.93422
H -0.38426 0.85026 1.17400
H -3.80011 3.52000 3.23458
H -2.16032 -2.17419 -5.23998
```

Summary:
E_tot in eV: -129826.245
Net charge: +1
2S+1: 6

Results of the Mulliken charge analysis, in e, for atoms 1 through 2: -0.665, 2.110

---

DFT (ωB97M-V/def2-TZVPD) results for C28H78AsF6O23S11 as an isolated structure.

The geometry in XYZ format:
```
147
Properties=species:S:1:pos:R:3
As -14.66751 -7.83548 -20.87360
S -18.15031 -5.19183 -24.86388
S -9.32538 -5.00604 -23.35819
S -10.03967 -4.48769 -19.90061
S -10.43901 -11.13593 -23.27132
S -14.20342 -11.73366 -16.83798
S -11.00183 -7.80461 -27.81892
S -18.63813 -12.78644 -20.26321
S -9.81279 -10.01825 -18.87200
S -14.52183 -5.41335 -16.23185
S -16.14549 -1.65148 -20.40472
S -18.43294 -9.57786 -15.60864
F -14.65207 -6.15916 -20.49215
F -13.65752 -8.19610 -19.50807
F -14.72416 -9.53541 -21.24977
F -16.05488 -8.08615 -19.90118
F -13.23327 -7.63787 -21.82111
F -15.58935 -7.54784 -22.30845
O -18.47664 -5.10499 -23.49626
O -10.85958 -6.98708 -28.95892
O -15.01465 -4.09123 -16.05578
O -19.03719 -4.77820 -25.88704
O -17.51219 -0.90559 -20.57819
O -19.22680 -10.66665 -15.16096
O -10.54907 -11.21933 -19.35166
O -19.38863 -12.40027 -19.12675
O -10.03015 -9.70959 -23.46015
O -13.14843 -5.55247 -16.60852
O -15.62935 -1.37491 -19.10577
O -18.99789 -8.27900 -15.66614
O -15.36706 -1.33808 -21.55526
O -13.51844 -10.74047 -15.97240
O -18.68275 -14.12254 -20.76118
O -17.17554 -9.43145 -14.64573
O -16.81444 -4.36159 -25.12661
O -14.76504 -6.16443 -14.87688
O -9.09000 -4.74978 -24.80086
O -9.94292 -3.02012 -20.01126
O -12.37036 -7.38082 -27.15348
O -11.00535 -9.22428 -27.97380
O -19.10268 -11.81568 -21.42845
C -15.81143 -4.51120 -24.11411
C -10.93443 -9.09376 -17.82355
C -11.77031 -4.81484 -19.57070
C -8.17602 -6.30536 -22.84250
C -14.66702 -3.58287 -24.48962
C -19.83515 -0.79896 -19.97288
C -12.11026 -11.08155 -22.61800
C -17.69093 -9.99403 -17.17187
C -16.80970 -11.16409 -13.01475
C -15.56897 -6.30763 -17.37274
C -13.37233 -11.78761 -18.40962
C -18.43596 -0.97693 -19.46071
C -9.43959 -4.90494 -18.26396
C -13.75429 -13.39519 -16.30201
C -17.79399 -10.99403 -23.30804
C -10.82742 -5.97971 -23.23474
C -17.56467 -6.79301 -25.27388
C -18.65059 -12.11877 -22.75298
C -9.80552 -8.80501 -20.18423
C -12.75943 -8.08562 -25.96480
C -16.96511 -12.28892 -20.00228
C -16.58778 -3.36530 -20.47783
C -16.41672 -10.61304 -14.39772
C -9.85432 -7.33795 -26.57516
C -14.23573 -8.06088 -25.82711
C -14.52480 -7.61087 -14.82328
C -10.85087 -11.81344 -24.87795
C -13.07834 -7.90323 -14.53186
H -14.93332 -8.00945 -15.74478
H -14.02892 -14.07241 -17.11168
H -8.67487 -7.26989 -22.82092
H -20.05042 0.24214 -20.18865
H -12.35798 -12.08020 -22.25752
H -17.32302 -3.49201 -19.68719
H -10.92890 -12.89922 -24.73859
H -11.11029 -9.51509 -16.83261
H -9.25401 -9.19298 -21.03901
H -7.82685 -6.09408 -21.83015
H -19.51483 -12.33826 -23.38341
H -12.91700 -8.97859 -14.45860
H -12.23165 -4.84471 -20.56029
H -18.26508 -1.87395 -18.86670
H -10.85450 -6.52268 -22.28988
H -20.47912 -1.13716 -19.15177
H -16.58999 -11.48533 -15.02836
H -17.96310 -10.88993 -24.38216
H -15.81095 -5.58277 -18.14520
H -14.60613 -7.05348 -26.03134
H -18.28147 -9.50383 -17.93959
H -14.74044 -8.68804 -26.57158
H -18.10631 -13.06528 -22.77672
H -14.41149 -3.71567 -25.54017
H -16.41446 -6.68614 -16.81221
H -15.37624 -5.51672 -24.11939
H -16.85276 -7.13162 -24.52463
H -18.43376 -7.44460 -25.14998
H -15.67767 -3.89468 -20.21096
H -17.72891 -11.74332 -13.11660
H -11.92102 -9.13581 -18.29384
H -14.89037 -2.54250 -24.25689
H -17.03499 -10.35356 -12.32305
H -11.67603 -5.31293 -23.34261
H -18.00191 -10.04595 -22.82119
H -10.04861 -11.67059 -25.59534
H -10.12015 -7.89782 -25.68627
H -16.73561 -11.23649 -23.20317
H -18.17677 -0.15843 -18.78342
H -7.32649 -6.26064 -23.51812
H -16.92886 -11.20751 -19.92297
H -13.13448 -10.75969 -18.65898
H -16.12217 -4.29624 -23.09871
H -9.38396 -7.88617 -19.77569
H -12.29922 -7.61386 -25.08736
H -8.88449 -7.40985 -27.05977
H -12.48945 -12.42111 -18.40372
H -17.20370 -6.77980 -26.29343
H -13.78161 -3.83138 -23.89956
H -8.35809 -4.77641 -18.22295
H -12.18884 -3.99678 -18.98770
H -12.35090 -9.09209 -25.95105
H -12.02423 -5.76456 -19.09626
H -12.70741 -7.44211 -13.61660
H -14.03164 -12.14287 -19.20578
H -15.35987 -10.37635 -14.32780
H -16.02234 -11.81351 -12.63321
H -12.46408 -7.50979 -15.34351
H -16.97578 -3.57934 -21.46451
H -11.80816 -11.46632 -25.24146
H -15.14537 -7.93683 -13.99070
H -16.65529 -9.66562 -17.14252
H -10.80390 -8.59600 -20.58522
H -14.32588 -13.66479 -15.41961
H -10.00740 -6.26672 -26.43096
H -12.06373 -10.42468 -21.75098
H -14.59305 -8.41244 -24.86074
H -12.67527 -13.38265 -16.15412
H -16.75037 -12.67778 -19.00114
H -17.72990 -11.07057 -17.30816
H -10.61859 -8.05721 -17.73571
H -9.94058 -4.26775 -17.53455
H -12.78543 -10.69235 -23.37474
H -10.78011 -6.77516 -23.97601
H -16.29986 -12.76328 -20.71445
H -14.90456 -7.02551 -17.84493
H -20.07781 -1.44125 -20.81595
H -9.63400 -5.94132 -17.97804
```

Summary:
E_tot in eV: -273725.677
Net charge: -1
2S+1: 1

Results of the Mulliken charge analysis, in e, for atoms 1 through 2: 2.205, 1.221

---

What did the first record say?
DFT (ωB97M-V/def2-TZVPD) results for C7H23LiN4O7 as an isolated structure.

The geometry in XYZ format:
```
42
Properties=species:S:1:pos:R:3
O -16.60892 -5.90320 -25.13762
O -14.66404 -0.93903 -23.82682
O -13.35912 -7.01312 -23.46006
O -15.90594 -8.45664 -24.34022
O -16.29729 -6.20140 -21.95207
O -18.62286 -6.92208 -26.89854
O -12.76293 -3.12414 -24.49027
N -12.05131 -8.23190 -24.84213
N -15.26458 -10.39138 -25.33148
N -17.49030 -9.74438 -25.31706
N -12.63477 -6.05518 -25.42777
C -12.71119 -7.06882 -24.51644
C -16.00231 -4.95242 -21.42909
C -16.19861 -9.45004 -24.97563
C -17.97529 -5.66566 -24.85485
C -18.89932 -5.79207 -26.08194
C -14.17039 -3.24734 -24.19787
C -14.63925 -2.21848 -23.19997
Li -15.28494 -6.48656 -23.68131
H -12.03754 -6.19928 -26.22082
H -12.31081 -9.05676 -24.33806
H -14.05344 -2.27000 -22.28567
H -14.37077 -4.26592 -23.86368
H -17.68378 -10.62411 -25.76014
H -12.68554 -2.37329 -25.08647
H -14.34106 -10.18300 -25.00624
H -16.01885 -4.94473 -20.32328
H -16.45786 -5.78674 -26.07950
H -18.82721 -4.86523 -26.67096
H -15.40352 -11.07815 -26.04743
H -12.92191 -5.12320 -25.17707
H -13.96867 -0.39867 -23.44294
H -11.48866 -8.26318 -25.67109
H -18.31072 -6.42155 -24.14110
H -18.13818 -4.69317 -24.38856
H -15.67527 -2.48646 -22.96504
H -14.71907 -3.10907 -25.13849
H -16.75427 -4.20315 -21.76420
H -18.18484 -9.02240 -25.35482
H -14.99430 -4.58964 -21.72206
H -17.85151 -6.74894 -27.44280
H -19.92947 -5.89561 -25.75296
```

Summary:
E_tot in eV: -28131.122
Net charge: 0
2S+1: 1

Results of the natural (NBO) charge analysis, in e, for atoms 1 through 2: -0.735, -0.733

---

> The highest 2S+1 belongs to which entry?

C48H52BF4GeN3O2Ru

---

> Look up the E_tot of the first one.

-28131.122 eV

---

> The highest 2S+1 belongs to which entry?

C48H52BF4GeN3O2Ru